Record 1
C30H36N2O2PPdS2Si | ωB97M-V with the def2-TZVPD basis set

XYZ file:
```
75
Properties=species:S:1:pos:R:3:lowdin_spin:R:1
Pd -0.302 0.651 -0.207 0.0601
N 0.500 -0.456 1.485 -0.0030
C 0.912 0.461 2.482 -0.0004
C 2.232 0.434 2.920 -0.0002
C 2.698 1.347 3.853 -0.0001
C 1.829 2.297 4.366 -0.0002
C 0.508 2.310 3.939 -0.0001
C 0.010 1.405 3.003 -0.0001
C -1.413 1.464 2.568 0.0023
C -2.382 1.801 3.523 0.0004
C -3.714 1.919 3.167 -0.0004
C -4.081 1.690 1.843 0.0001
C -3.120 1.335 0.910 0.0039
C -1.762 1.207 1.230 0.0192
H 1.228 -1.128 1.279 0.0000
H -0.363 -0.963 1.714 0.0001
H 2.901 -0.315 2.506 0.0000
H 3.734 1.314 4.169 0.0000
H 2.175 3.034 5.082 0.0000
H -0.165 3.071 4.316 0.0000
H -2.096 1.947 4.560 0.0001
H -4.458 2.171 3.914 0.0000
H -5.123 1.772 1.549 0.0002
H -3.428 1.132 -0.111 0.0012
C -4.765 -4.358 -1.800 0.0000
C -3.328 -4.750 -1.529 0.0001
O -2.982 -4.382 -0.196 0.0002
P -1.824 -3.259 0.029 0.0003
S -1.682 -2.991 1.977 0.0000
S -2.062 -1.712 -1.164 0.0017
O -0.577 -4.176 -0.514 0.0000
C 0.710 -3.571 -0.647 0.0001
C 1.618 -3.965 0.504 0.0000
H -5.068 -4.676 -2.802 0.0000
H -4.860 -3.275 -1.729 0.0000
H -5.432 -4.817 -1.068 0.0000
H -2.665 -4.256 -2.242 0.0000
H -3.185 -5.832 -1.615 0.0000
H 0.604 -2.483 -0.725 0.0002
H 1.124 -3.917 -1.598 0.0000
H 1.173 -3.663 1.452 0.0000
H 2.598 -3.491 0.386 0.0000
H 1.756 -5.048 0.527 0.0000
C 2.285 2.059 -2.331 -0.0004
Si 1.400 0.449 -1.809 0.0173
C 0.884 -0.342 -3.455 0.0009
C 2.932 -0.597 -1.270 0.0049
C 3.366 -1.744 -1.944 0.0010
C 4.461 -2.484 -1.514 0.0001
C 5.160 -2.102 -0.377 0.0005
C 4.750 -0.970 0.318 0.0000
C 3.657 -0.238 -0.126 0.0006
H 3.093 1.842 -3.038 -0.0005
H 2.712 2.589 -1.475 0.0004
H 1.574 2.737 -2.808 0.0004
H 1.697 -0.381 -4.189 -0.0001
H 0.066 0.261 -3.857 -0.0002
H 0.485 -1.349 -3.304 0.0002
H 2.832 -2.067 -2.832 0.0001
H 4.763 -3.371 -2.062 0.0000
H 6.008 -2.682 -0.031 0.0000
H 5.281 -0.660 1.213 0.0000
H 3.345 0.636 0.441 0.0000
N -1.053 1.723 -1.683 0.5059
C -1.257 3.043 -1.502 0.0305
C -0.819 3.809 -0.384 0.1088
C -1.060 5.166 -0.299 -0.0056
C -1.768 5.834 -1.299 0.1351
C -2.228 5.110 -2.399 -0.0044
C -1.972 3.757 -2.505 0.1067
H -0.294 3.282 0.404 0.0059
H -0.703 5.714 0.566 -0.0041
H -1.965 6.897 -1.218 0.0103
H -2.789 5.613 -3.180 -0.0042
H -2.316 3.187 -3.360 0.0040
```

E_LUMO (alpha / beta): 4.6 / 4.6 eV
2S+1: 2
HOMO (alpha / beta): -1.2 / -1.4 eV
HOMO-LUMO gap (alpha / beta): 5.80 / 6.07 eV
E: -81090.308 eV
Charge: -2

***

Record 2
C5H12N2O | ωB97M-V with the def2-TZVPD basis set

XYZ file:
```
20
Properties=species:S:1:pos:R:3:mulliken_charge:R:1
N -1.203 -0.034 0.485 -0.3477
C -0.420 0.716 -0.418 -0.0616
C -0.158 0.551 -1.862 -0.6326
C -1.339 1.520 -1.462 -0.0111
O -2.427 1.037 -1.901 -0.5731
C 1.889 -1.495 0.496 -0.8631
N 1.195 -0.764 1.507 -0.3365
C 1.831 -1.035 2.754 -1.0041
H -2.081 -0.288 0.055 0.2374
H -0.551 -0.526 1.104 0.3730
H 0.421 1.133 0.146 0.4333
H 0.809 0.998 -2.089 0.2621
H -0.518 -0.288 -2.428 0.3145
H -1.075 2.560 -1.673 0.3510
H 2.391 -2.453 0.689 0.3438
H 1.344 -1.547 -0.464 0.2564
H 2.664 -0.782 0.118 0.3140
H 2.032 -2.074 3.048 0.3177
H 1.340 -0.524 3.596 0.3210
H 2.817 -0.517 2.778 0.3057
```

E_LUMO: -2.9 eV
HOMO: -6.9 eV
HOMO-LUMO gap: 3.96 eV
E: -10399.667 eV
Charge: 0

***

Record 3
C4H10GaO2 | ωB97M-V with the def2-TZVPD basis set

XYZ file:
```
17
Properties=species:S:1:pos:R:3:mulliken_charge:R:1
O -1.423 -1.404 -1.461 -0.2816
C -1.493 -0.015 -1.387 -0.3606
C -0.959 -0.636 -0.171 0.0526
O 0.393 -0.788 -0.138 -0.2057
C 0.951 -1.377 1.017 -0.7529
Ga 0.083 -2.388 -2.516 0.5183
H -2.503 0.406 -1.377 0.3103
H -0.629 0.833 -1.651 0.2675
H -1.592 -0.878 0.689 0.4291
H -0.110 1.274 0.682 0.0208
H 2.015 -1.115 0.984 0.2536
H 0.578 -0.856 1.911 0.3600
H 0.824 -2.463 0.875 0.3575
C 0.743 2.170 0.588 -0.8486
H 1.212 2.019 1.569 0.2913
H 1.546 2.022 -0.145 0.2645
H 0.361 3.196 0.530 0.3240
```

E_LUMO: -4.5 eV
HOMO: -14.7 eV
HOMO-LUMO gap: 10.23 eV
E: -60771.264 eV
Charge: +1

***

Record 4
C35H52B2F8N9O7S5Y | ωB97M-V with the def2-TZVPD basis set

XYZ file:
```
119
Properties=species:S:1:pos:R:3:mulliken_charge:R:1
Y 0.437 -0.401 -1.368 -0.1689
C 3.326 -0.153 4.695 -1.9613
C 2.325 0.806 4.142 -0.2584
C 2.463 2.145 4.293 -0.6085
C 1.488 3.021 3.753 -0.2460
N 0.501 2.550 3.053 0.1064
N 0.376 1.223 2.846 0.6707
B -0.811 0.905 1.863 -0.5060
N -1.029 2.231 0.991 0.9226
N -2.169 2.854 1.312 -0.4433
C -2.498 3.951 0.699 -0.0076
C -1.662 4.505 -0.296 -1.1239
C -0.474 3.916 -0.592 0.3026
C 0.452 4.470 -1.621 -1.8833
C -0.137 2.716 0.116 1.4306
S 1.391 1.960 -0.152 -0.5516
C -3.818 4.596 1.084 2.0314
C -4.517 3.800 2.183 -1.8522
C -3.554 6.025 1.574 -1.7262
C -4.718 4.625 -0.160 -1.7833
N -2.116 0.602 2.665 0.4589
N -1.958 0.841 3.983 -0.5511
C -2.959 0.680 4.791 -0.0855
C -4.228 0.269 4.306 -0.6302
C -4.419 0.070 2.981 0.3827
C -5.745 -0.322 2.423 -1.8886
C -3.306 0.264 2.081 1.0748
S -3.510 0.068 0.419 -0.4688
C -2.674 1.010 6.256 2.2152
C -3.810 0.538 7.163 -2.3185
C -1.371 0.337 6.691 -1.4656
C -2.532 2.531 6.364 -1.4097
C 1.163 0.293 3.451 1.9737
S 0.867 -1.366 3.434 -0.5787
C 1.522 4.543 3.894 2.2085
C 0.252 5.011 4.608 -1.4676
C 2.742 4.993 4.697 -2.3376
C 1.579 5.165 2.496 -1.4493
H 4.182 0.386 5.103 0.4058
H 3.660 -0.851 3.925 0.2200
H 2.874 -0.766 5.476 0.3913
H 3.319 2.539 4.827 0.5517
H -1.963 5.409 -0.811 0.5238
H 0.079 5.426 -1.988 0.4747
H 0.551 3.778 -2.459 0.2183
H 1.453 4.608 -1.212 0.3573
H -3.910 3.732 3.088 0.2837
H -4.739 2.785 1.850 0.1058
H -5.457 4.298 2.435 0.5844
H -2.896 6.024 2.446 0.2517
H -4.496 6.499 1.862 0.4738
H -3.097 6.649 0.803 0.3587
H -4.912 3.611 -0.517 0.2970
H -4.274 5.195 -0.979 0.3456
H -5.675 5.093 0.084 0.4889
H -5.051 0.123 4.993 0.4939
H -6.481 -0.429 3.222 0.4063
H -5.678 -1.251 1.858 0.3620
H -6.093 0.434 1.716 0.3292
H -3.978 -0.538 7.074 0.4720
H -4.751 1.050 6.948 0.3960
H -3.560 0.747 8.205 0.4237
H -1.435 -0.750 6.602 0.3817
H -1.159 0.585 7.734 0.4470
H -0.533 0.662 6.077 0.0750
H -3.451 3.038 6.056 0.3372
H -1.724 2.878 5.720 0.0398
H -2.313 2.825 7.394 0.4648
H 0.197 4.603 5.620 0.3903
H -0.637 4.690 4.063 0.0104
H 0.244 6.101 4.681 0.4643
H 2.734 4.579 5.709 0.4319
H 2.740 6.080 4.788 0.4221
H 3.681 4.705 4.218 0.4257
H 0.685 4.911 1.927 0.0487
H 2.447 4.812 1.933 0.3675
H 1.639 6.254 2.575 0.4770
F -2.879 3.615 -3.168 -0.1891
C -3.028 2.317 -3.438 0.6469
F -3.708 2.181 -4.570 -0.2420
F -3.690 1.738 -2.448 -0.1653
S -1.344 1.565 -3.617 1.0046
O -1.006 1.283 -2.216 0.1888
O -0.570 2.506 -4.345 -0.6585
N -1.508 0.231 -4.416 -0.5677
S -2.017 -1.091 -3.746 1.1536
O -1.128 -1.539 -2.659 -0.9134
O -3.410 -1.169 -3.463 -0.6458
C -1.687 -2.257 -5.129 0.4137
F -0.402 -2.319 -5.438 -0.1860
F -2.107 -3.459 -4.742 -0.2009
F -2.386 -1.864 -6.187 -0.1936
O -0.562 -2.160 0.062 -0.6246
C -0.918 -1.435 0.972 -0.4759
O -0.474 -0.177 0.936 0.9135
H -1.548 -1.710 1.807 0.6200
F 3.042 -1.620 -3.144 -0.2541
B 2.174 -0.566 -3.159 -0.2018
F 2.451 0.286 -4.158 -0.1554
C 4.102 0.101 1.024 -0.5284
N 4.270 -1.283 0.610 0.4790
C 5.606 -1.606 0.126 -1.2687
C 3.176 -1.915 0.108 -0.3211
O 2.126 -1.280 -0.119 0.7847
N 3.225 -3.253 -0.075 0.3956
C 2.195 -3.902 -0.869 -1.0769
C 4.041 -4.132 0.742 -1.2616
H 4.877 0.342 1.753 0.3951
H 3.124 0.241 1.474 -0.4213
H 4.200 0.786 0.175 0.4267
H 5.940 -0.830 -0.569 0.3506
H 5.612 -2.553 -0.403 0.4387
H 6.316 -1.661 0.953 0.3089
H 1.826 -3.220 -1.629 0.1582
H 1.359 -4.242 -0.254 0.3316
H 2.643 -4.749 -1.387 0.4316
H 4.499 -3.571 1.552 0.3674
H 4.824 -4.629 0.162 0.3163
H 3.398 -4.899 1.177 0.4213
```

E_LUMO: 0.0 eV
HOMO: -7.9 eV
HOMO-LUMO gap: 7.90 eV
E: -143204.796 eV
Charge: 0

***

Which of these has the highest charge?
C4H10GaO2

***

Which of these has the lowest charge?
C30H36N2O2PPdS2Si

***

What is the E in the second record?
-10399.667 eV